1.
19
Properties=species:S:1:pos:R:3 method="wB97M-V/def2-TZVPD" de_lowest_kj_mol=350.52 orbital_gap_ev=9.08
C -3.048 1.256 1.294
C -1.858 0.400 1.044
C 0.229 0.157 -0.331
C 0.899 0.778 -1.405
C 2.040 0.197 -1.875
C 2.660 -0.907 -1.227
C 1.977 -1.525 -0.126
C 0.783 -1.024 0.341
H -3.757 0.746 1.790
H -2.728 2.480 1.788
H -3.367 1.694 0.135
H -1.341 1.570 -0.460
H 0.364 1.509 -1.802
H 2.635 0.760 -2.691
H 3.454 -1.449 -1.739
H 2.393 -2.678 0.430
H 0.311 -1.397 1.004
N -0.956 0.781 0.131
O -1.669 -0.586 1.792

2.
22
Properties=species:S:1:pos:R:3 method="wB97M-V/def2-TZVPD" smiles="O=S(=O)(O)[C@@H]1NCc2ccccc21" de_lowest_kj_mol=111.39 orbital_gap_ev=9.48
O 2.793 1.633 0.322
S 2.298 0.342 -0.120
O 1.975 0.179 -1.542
O 3.348 -0.881 0.348
C 0.961 -0.198 0.915
N 0.727 -1.585 0.714
C -0.254 -1.834 -0.312
C -1.076 -0.641 -0.126
C -2.332 -0.365 -0.591
C -2.797 0.920 -0.528
C -2.062 1.928 0.097
C -0.769 1.674 0.568
C -0.343 0.404 0.528
H 4.191 -0.444 0.140
H 1.538 0.000 1.946
H 1.603 -1.992 0.601
H -0.755 -2.746 -0.347
H 0.037 -1.747 -1.410
H -2.807 -1.054 -1.172
H -3.739 0.942 -0.987
H -2.464 2.978 0.088
H -0.071 2.486 0.867

3.
23
Properties=species:S:1:pos:R:3 method="wB97M-V/def2-TZVPD" smiles="C=C[C@H]1O[P@@](=O)([O-])O[C@H]2C=CC=CN21" charge=-1 orbital_gap_ev=8.00
C -1.537 -3.021 0.095
C -0.512 -2.238 -0.182
C 0.077 -1.202 0.738
O 1.464 -1.332 0.685
P 2.428 -0.284 -0.277
O 3.789 -0.463 0.255
O 2.140 -0.366 -1.737
O 1.809 1.153 0.337
C 0.547 1.146 0.945
C -0.055 2.512 0.769
C -0.767 2.775 -0.331
C -1.100 1.708 -1.232
C -0.850 0.438 -0.859
N -0.334 0.147 0.375
H -1.875 -3.777 -0.596
H -2.086 -2.935 1.020
H 0.054 -2.337 -1.099
H -0.239 -1.371 1.785
H 0.658 0.894 2.017
H 0.226 3.266 1.487
H -1.133 3.770 -0.542
H -1.557 1.921 -2.184
H -1.148 -0.403 -1.466

4.
20
Properties=species:S:1:pos:R:3 method="wB97M-V/def2-TZVPD" de_lowest_kj_mol=523.84 orbital_gap_ev="7.71 / 6.58"
C -2.849 0.530 1.049
C -1.687 1.180 0.623
C -3.095 -0.631 0.404
C -1.021 0.542 -0.422
C 2.030 1.466 0.295
C 0.258 1.017 -1.058
C 1.679 -0.808 0.272
C 2.029 -1.963 -0.636
N 2.304 0.287 0.576
O 1.137 1.900 -0.657
S -1.965 -0.908 -0.873
H -3.497 0.874 1.787
H -1.493 2.086 1.109
H -3.854 -1.236 0.709
H 2.618 2.304 0.752
H 0.275 0.968 -2.075
H 0.647 -0.877 0.857
H 3.073 -1.868 -0.898
H 1.485 -1.904 -1.577
H 1.926 -2.958 -0.237

5.
21
Properties=species:S:1:pos:R:3 method="wB97M-V/def2-TZVPD" multiplicity=5 charge=+2 s_squared=6.06 orbital_gap_ev="6.24 / 5.78"
Pd -1.871 -0.625 -1.021
C -3.656 -0.805 -2.108
H -3.609 0.236 -2.576
H -3.603 -1.341 -3.035
H -4.654 -0.728 -1.643
H -3.563 -1.613 -1.374
H -2.067 -1.833 0.019
S -0.257 -0.668 -2.971
C 0.727 -0.390 -1.661
N 0.130 -0.256 -0.467
C 0.959 0.173 0.563
C 0.556 0.528 1.855
C 1.494 1.007 2.747
C 2.843 1.140 2.369
C 3.248 0.803 1.050
C 2.301 0.332 0.143
S 2.482 -0.074 -1.558
H -0.495 0.403 2.113
H 1.211 1.289 3.752
H 3.570 1.512 3.068
H 4.254 0.910 0.736

6.
19
Properties=species:S:1:pos:R:3 method="wB97M-V/def2-TZVPD" de_lowest_kj_mol=345.85 orbital_gap_ev="7.30 / 7.39"
C 3.412 -0.980 -0.069
C 4.109 0.237 0.260
C 2.082 -0.978 -0.255
C 3.416 1.337 0.325
C 1.261 0.265 -0.193
C 2.070 1.305 0.138
C -2.416 0.059 1.078
C -2.486 -0.027 -0.458
N 0.006 0.022 -0.396
S -1.042 0.948 -1.184
H 3.929 -2.020 0.125
H 5.144 0.336 0.485
H 1.550 -1.840 -0.697
H 4.003 2.247 0.390
H -1.453 -0.456 1.314
H -2.252 1.121 1.440
H -3.360 -0.302 1.615
H -3.377 0.514 -0.815
H -2.456 -0.953 -0.916

7.
22
Properties=species:S:1:pos:R:3 method="wB97M-V/def2-TZVPD" de_lowest_kj_mol=135.44 charge=-1 orbital_gap_ev=8.21
C -1.512 2.459 1.410
C -1.187 3.099 0.284
C -1.170 2.558 -1.128
C -0.675 1.312 -1.319
C 0.088 0.585 -0.372
C 0.493 -0.716 -0.540
C 0.361 -1.688 -1.689
O -0.695 -1.766 -2.332
O 1.379 -2.419 -1.698
S 1.330 -1.362 0.885
C 1.183 -3.200 0.780
O 0.574 -0.993 2.111
O 2.723 -1.083 0.897
H -1.499 3.007 2.422
H -2.237 1.704 1.437
H -0.449 3.923 0.272
H -1.513 3.211 -1.859
H -0.762 0.759 -2.209
H 0.224 1.072 0.600
H 1.608 -3.556 1.655
H 0.106 -3.346 0.603
H 1.630 -3.558 -0.209

8.
20
Properties=species:S:1:pos:R:3 method="wB97M-V/def2-TZVPD" multiplicity=3 s_squared=2.01 orbital_gap_ev="5.41 / 5.34"
C 2.635 0.409 -0.549
C 2.248 -0.765 -1.230
C 1.640 1.103 0.062
C 0.958 -1.207 -1.178
C 0.399 0.536 0.308
C 0.018 -0.616 -0.376
C -0.569 1.029 1.266
C -2.046 0.456 0.391
P -1.749 -1.169 -0.388
S -2.169 1.640 -0.991
S -1.696 -2.544 1.342
H 3.617 0.898 -0.545
H 2.966 -1.303 -1.852
H 1.952 2.050 0.399
H 0.713 -2.202 -1.580
H -0.603 0.397 2.205
H -0.680 2.146 1.456
H -3.032 0.291 1.034
H -2.861 2.480 -0.237
H -1.742 -3.631 0.463

9.
316
Properties=species:S:1:pos:R:3 method="wB97M-V/def2-TZVPD" charge=+4 orbital_gap_ev=7.79
C -7.930 8.644 -4.278
C -6.991 8.291 -5.430
C -6.855 6.795 -5.496
C -6.439 6.425 -6.955
N -5.897 5.064 -7.132
C -5.447 4.791 -8.599
C -6.611 4.053 -9.273
C -7.691 3.961 -8.248
C -6.972 4.032 -6.898
C -4.777 4.781 -6.193
C -3.673 5.856 -6.335
C -2.419 5.346 -5.622
H -7.598 8.213 -3.402
H -8.968 8.250 -4.460
H -7.927 9.692 -4.092
H -5.980 8.702 -5.336
H -7.547 8.613 -6.338
H -7.878 6.498 -5.209
H -6.066 6.538 -4.802
H -5.606 7.095 -7.281
H -7.216 6.641 -7.717
H -4.588 4.109 -8.599
H -5.207 5.782 -8.992
H -6.231 3.083 -9.458
H -6.980 4.525 -10.186
H -8.403 3.199 -8.369
H -8.243 4.932 -8.259
H -6.487 3.099 -6.576
H -7.568 4.337 -6.019
H -4.312 3.779 -6.537
H -5.244 4.606 -5.226
H -4.037 6.727 -5.782
H -3.461 6.152 -7.359
H -1.650 6.129 -5.788
H -2.083 4.419 -6.040
H -2.589 5.285 -4.560
C -4.108 2.088 5.840
C -5.249 3.041 5.639
C -6.297 2.438 4.617
C -5.683 2.068 3.260
N -6.733 1.681 2.221
C -7.697 0.559 2.610
C -8.122 -0.045 1.217
C -7.137 0.528 0.189
C -6.060 1.186 0.975
C -7.636 2.869 1.872
C -7.008 4.239 1.614
C -8.091 5.309 1.383
H -3.452 2.374 6.664
H -3.533 2.040 4.847
H -4.434 1.087 6.083
H -4.853 3.957 5.385
H -5.767 3.157 6.527
H -7.122 3.171 4.365
H -6.767 1.595 5.173
H -5.027 1.243 3.436
H -5.056 2.801 2.759
H -8.569 0.983 3.135
H -7.157 -0.269 3.142
H -9.118 0.189 0.940
H -7.954 -1.138 1.205
H -7.660 1.278 -0.410
H -6.745 -0.174 -0.512
H -5.615 2.020 0.479
H -5.289 0.513 1.312
H -8.302 3.111 2.723
H -8.238 2.644 0.977
H -6.283 4.333 0.798
H -6.469 4.531 2.510
H -8.592 5.673 2.329
H -8.870 4.882 0.744
H -7.634 6.217 0.970
C 1.551 -4.087 -4.282
C 0.191 -4.434 -3.707
C -0.591 -5.438 -4.538
C -1.842 -6.010 -3.988
P -3.298 -4.987 -3.769
C -3.613 -3.950 -5.156
C -3.644 -4.478 -6.615
C -4.893 -5.312 -6.846
C -6.266 -4.615 -6.676
C -4.665 -6.150 -3.287
C -4.292 -7.199 -2.236
C -5.384 -8.254 -1.964
C -6.758 -7.678 -1.513
C -3.116 -3.917 -2.306
C -3.952 -2.543 -2.283
C -5.465 -2.619 -2.253
C -5.997 -3.188 -0.953
H 2.155 -3.335 -3.748
H 1.449 -3.669 -5.264
H 2.028 -4.986 -4.514
H -0.433 -3.595 -3.479
H 0.286 -4.883 -2.706
H 0.068 -6.354 -4.617
H -0.761 -5.072 -5.500
H -1.625 -6.430 -3.020
H -2.191 -6.870 -4.614
H -2.959 -3.145 -5.029
H -4.553 -3.455 -4.838
H -2.740 -5.162 -6.792
H -3.589 -3.577 -7.283
H -4.732 -6.239 -6.288
H -4.908 -5.720 -7.897
H -6.572 -4.318 -5.628
H -7.115 -5.196 -7.045
H -6.104 -3.687 -7.165
H -5.045 -6.659 -4.202
H -5.503 -5.523 -2.958
H -4.078 -6.712 -1.263
H -3.392 -7.679 -2.510
H -5.043 -8.988 -1.223
H -5.573 -8.845 -2.844
H -6.764 -7.311 -0.466
H -7.392 -8.499 -1.630
H -7.110 -6.868 -2.183
H -2.123 -3.611 -2.292
H -3.201 -4.548 -1.422
H -3.734 -1.919 -3.148
H -3.511 -2.057 -1.422
H -5.790 -3.205 -3.094
H -5.781 -1.602 -2.415
H -5.840 -2.475 -0.108
H -5.493 -4.089 -0.632
H -7.079 -3.424 -0.908
C 8.002 1.470 8.142
C 6.524 1.477 7.850
C 6.029 2.473 6.728
C 4.589 2.109 6.320
P 3.970 3.162 5.032
C 2.322 2.570 4.580
C 1.176 2.456 5.622
C -0.274 2.174 5.084
C -0.550 0.723 4.607
C 3.771 4.862 5.512
C 3.432 5.267 6.982
C 4.035 6.633 7.368
C 3.350 7.741 6.627
C 5.233 3.251 3.672
C 5.199 1.970 2.794
C 6.423 2.078 1.823
C 6.586 0.835 0.956
H 8.489 2.419 8.353
H 8.566 1.106 7.273
H 8.319 0.743 8.860
H 5.958 1.450 8.819
H 6.273 0.527 7.387
H 6.742 2.376 5.906
H 6.124 3.488 7.104
H 3.954 1.962 7.223
H 4.494 1.068 5.926
H 2.504 1.615 4.141
H 2.054 3.205 3.693
H 1.101 3.400 6.220
H 1.539 1.602 6.277
H -0.527 2.933 4.267
H -0.984 2.321 5.954
H 0.363 0.214 4.186
H -1.327 0.596 3.848
H -0.937 0.115 5.436
H 3.163 5.346 4.747
H 4.786 5.268 5.319
H 3.719 4.486 7.682
H 2.408 5.410 6.904
H 5.134 6.590 7.140
H 3.850 6.741 8.443
H 2.286 7.776 6.839
H 3.467 7.585 5.549
H 3.680 8.710 6.917
H 6.195 3.329 4.162
H 5.017 4.107 3.082
H 4.279 1.973 2.266
H 5.295 1.017 3.312
H 7.253 2.066 2.571
H 6.413 2.999 1.218
H 6.786 -0.099 1.468
H 7.395 0.910 0.213
H 5.694 0.717 0.379
C 4.110 -4.454 -0.425
N 3.076 -3.380 -0.387
C 3.510 -2.137 -0.139
C 2.733 -1.048 -0.225
C 1.396 -1.245 -0.436
C 0.928 -2.575 -0.640
C 1.815 -3.631 -0.642
C 0.355 -0.181 -0.220
C -0.730 -0.081 -1.101
C -1.578 0.976 -0.895
N -1.440 1.784 0.129
C -0.486 1.609 1.058
C 0.424 0.601 0.954
C -2.290 3.017 0.093
H 3.602 -5.436 -0.258
H 4.844 -4.357 0.410
H 4.562 -4.412 -1.431
H 4.605 -2.071 0.018
H 3.046 -0.007 -0.096
H -0.104 -2.889 -0.702
H 1.514 -4.659 -0.890
H -0.717 -0.682 -1.998
H -2.211 1.377 -1.631
H -0.420 2.476 1.674
H 1.115 0.575 1.809
H -3.342 2.778 0.316
H -2.261 3.466 -0.877
H -1.904 3.674 0.860
C 5.380 -8.858 3.189
N 4.458 -7.856 3.767
C 3.424 -8.341 4.419
C 2.475 -7.529 5.027
C 2.735 -6.184 5.056
C 3.912 -5.700 4.491
C 4.776 -6.580 3.881
C 1.756 -5.297 5.644
C 2.190 -4.240 6.449
C 1.262 -3.444 6.995
N -0.045 -3.524 6.664
C -0.474 -4.641 6.058
C 0.394 -5.487 5.468
C -0.941 -2.522 7.217
H 6.393 -8.530 3.509
H 5.272 -8.870 2.101
H 5.139 -9.835 3.611
H 3.376 -9.398 4.369
H 1.535 -7.965 5.307
H 4.153 -4.653 4.690
H 5.644 -6.262 3.419
H 3.256 -4.070 6.631
H 1.502 -2.475 7.435
H -1.568 -4.768 6.012
H -0.030 -6.302 5.002
H -1.912 -2.673 6.700
H -0.596 -1.492 7.021
H -1.063 -2.925 8.216
C 14.928 2.435 -3.143
N 13.474 2.472 -3.191
C 12.797 3.601 -2.967
C 11.402 3.580 -3.021
C 10.717 2.358 -3.292
C 11.472 1.200 -3.503
C 12.824 1.331 -3.496
C 9.237 2.390 -3.462
C 8.381 2.476 -2.413
C 7.015 2.290 -2.554
N 6.562 2.128 -3.816
C 7.338 2.084 -4.905
C 8.696 2.264 -4.804
C 5.093 1.841 -3.963
H 15.429 1.530 -3.462
H 15.197 2.614 -2.088
H 15.175 3.307 -3.775
H 13.517 4.420 -2.815
H 10.905 4.522 -2.873
H 11.061 0.254 -3.851
H 13.381 0.494 -3.803
H 8.724 2.628 -1.393
H 6.275 2.092 -1.743
H 6.824 1.742 -5.805
H 9.243 2.145 -5.739
H 4.580 2.805 -3.985
H 4.702 1.285 -3.130
H 4.803 1.370 -4.881
N 4.475 -2.117 5.023
S 3.273 -1.554 4.212
O 3.448 -0.433 3.284
O 2.168 -1.360 5.170
F 2.722 -2.711 3.169
S 5.806 -2.155 3.949
O 6.675 -1.026 4.043
O 5.472 -2.649 2.650
F 6.531 -3.347 4.785
N 0.842 -6.689 -0.032
S -0.717 -6.521 -0.163
O -1.428 -7.686 -0.598
O -1.113 -5.233 -0.686
F -1.147 -6.608 1.432
S 1.579 -7.599 1.047
O 1.577 -7.070 2.356
O 2.836 -8.078 0.551
F 0.756 -9.008 1.161
N -3.779 0.890 -3.581
S -4.490 2.161 -3.043
O -4.967 1.855 -1.726
O -5.406 2.822 -3.926
F -3.312 3.227 -3.023
S -3.323 0.587 -5.017
O -3.882 1.309 -6.113
O -3.209 -0.820 -5.093
F -1.893 1.319 -5.017
N 1.970 3.449 0.523
S 2.006 4.874 1.214
O 1.920 6.024 0.394
O 3.077 4.839 2.185
F 0.631 4.852 2.043
S 2.040 3.022 -0.933
O 0.796 2.727 -1.598
O 3.115 2.095 -1.134
F 2.505 4.351 -1.656
N 6.084 -1.655 -1.864
S 5.490 -1.443 -3.366
O 6.351 -0.875 -4.400
O 4.125 -0.964 -3.156
F 5.341 -2.952 -3.809
S 7.692 -1.620 -1.599
O 7.957 -2.114 -0.312
O 8.352 -0.442 -2.147
F 8.115 -2.784 -2.714
N -2.893 -2.354 2.287
S -1.380 -2.429 2.733
O -1.224 -2.417 4.195
O -0.412 -1.721 1.998
F -1.158 -3.893 2.115
S -3.972 -1.557 3.021
O -5.030 -1.257 2.114
O -3.451 -0.399 3.714
F -4.522 -2.574 4.093